Density functional theory data (ωB97M-V/def2-TZVPD) for a molecular structure, C5H8O2.

The geometry in XYZ format:
```
15
Properties=species:S:1:pos:R:3:forces:R:3:lowdin_charge:R:1
C 1.309795 0.499221 -1.097506 -0.08 -0.15 -0.02 -0.22
C 0.661249 -0.704205 -0.519442 0.27 -0.18 0.16 -0.17
O 0.528276 -1.197046 0.708337 0.09 0.04 -0.16 -0.03
C -0.239490 -0.462281 1.651310 -0.11 0.14 0.18 -0.13
C -1.418502 0.037117 0.802411 -0.06 -0.20 0.15 -0.25
O -0.805741 0.669422 -0.267026 0.20 -0.16 -0.26 -0.22
C 0.076376 0.520673 -1.968696 -0.04 0.32 0.05 0.07
H 1.498109 1.319475 -0.397875 -0.04 -0.10 -0.19 0.12
H 2.202502 0.253260 -1.687912 -0.12 -0.11 0.01 0.13
H 0.573591 -1.521521 -1.231393 0.06 0.11 0.11 0.14
H 0.333005 0.375909 2.064687 -0.09 -0.07 -0.11 0.13
H -0.491598 -1.177023 2.439721 -0.07 0.19 -0.09 0.13
H -2.051169 -0.823191 0.528660 0.07 0.11 -0.09 0.13
H -2.029517 0.723700 1.413245 0.18 0.03 -0.34 0.13
H -0.146886 1.486490 -2.438521 -0.27 0.03 0.61 0.05
```
Positions in Å, forces in eV/Å.

- energy above the lowest of the compared OMol25 structures with the same formula, charge and spin (eV) = 7.2399
- molecular weight (g mol⁻¹) = 100.12
- Kohn-Sham gap (eV) = 8.6
- HOMO (eV) = -7.90